[1]
Computed, not measured: a 13-piece molecular cluster, C48H96Cl4O33 overall, with wB97M-V/def2-TZVPD.

E_LUMO: 0.473 eV
maximum force: 0.0454 Eh/bohr
frontier orbital gap: 0.3941 Eh
energy: -6210.35711 hartree
HOMO energy: -0.3767 Ha
energy above the lowest of the compared OMol25 structures with the same formula, charge and spin: 0.0 kcal/mol

```
! RIJCOSX wB97M-V def2-TZVPD def2/J DEFGRID3
* xyz 0 1
Cl -14.75 3.12 14.79
C -16.22 2.19 15.32
C -17.42 2.57 14.45
Cl -17.91 4.24 14.78
H -16.39 2.40 16.37
H -15.96 1.13 15.34
H -18.28 1.94 14.61
H -17.06 2.50 13.42
Cl -13.08 2.89 21.92
C -12.64 4.25 20.88
C -13.14 4.07 19.44
Cl -12.08 5.01 18.36
H -11.57 4.42 21.00
H -12.95 5.21 21.29
H -14.19 4.31 19.29
H -12.96 3.01 19.23
C -10.36 -4.03 14.50
C -9.62 -3.02 15.36
O -9.19 -1.87 14.63
C -10.06 -0.89 14.34
O -11.18 -0.81 14.76
O -9.37 0.04 13.70
C -10.12 1.23 13.35
H -9.64 -4.54 13.85
H -11.12 -3.53 13.90
H -10.79 -4.84 15.09
H -8.72 -3.46 15.80
H -10.24 -2.65 16.18
H -10.67 1.00 12.43
H -9.39 2.00 13.12
H -10.74 1.51 14.19
C -5.53 4.93 25.39
C -6.05 3.50 25.17
O -7.43 3.66 24.80
C -8.28 2.68 25.15
O -7.98 1.72 25.80
O -9.46 2.97 24.62
C -10.43 1.92 24.65
H -4.46 4.87 25.59
H -6.00 5.41 26.25
H -5.80 5.51 24.51
H -5.97 2.87 26.05
H -5.51 3.15 24.29
H -10.74 1.81 25.69
H -10.04 1.00 24.22
H -11.28 2.18 24.03
C -17.43 -4.87 13.96
C -16.55 -5.54 14.99
O -15.86 -4.68 15.87
C -14.87 -3.96 15.40
O -14.48 -3.91 14.26
O -14.39 -3.21 16.39
C -13.34 -2.30 16.14
H -18.14 -4.20 14.47
H -17.91 -5.61 13.32
H -16.89 -4.25 13.25
H -15.84 -6.15 14.42
H -17.14 -6.27 15.55
H -12.42 -2.78 16.47
H -13.51 -1.38 16.70
H -13.20 -1.95 15.11
C -7.64 2.82 16.87
C -8.68 3.59 16.09
O -8.42 4.98 16.32
C -9.28 5.87 15.86
O -10.15 5.63 15.05
O -8.98 7.03 16.41
C -9.71 8.17 15.96
H -6.63 3.16 16.64
H -7.63 1.76 16.63
H -7.79 2.95 17.94
H -9.68 3.30 16.38
H -8.57 3.33 15.03
H -10.03 8.09 14.92
H -9.04 9.02 16.07
H -10.53 8.36 16.64
C -13.79 0.54 25.61
C -13.87 -0.27 24.33
O -14.88 -1.28 24.55
C -14.94 -2.24 23.66
O -14.39 -2.33 22.59
O -15.81 -3.16 24.12
C -16.16 -4.22 23.23
H -14.80 0.83 25.90
H -13.20 1.44 25.52
H -13.46 -0.04 26.47
H -12.97 -0.79 24.01
H -14.14 0.35 23.47
H -16.19 -3.84 22.21
H -17.12 -4.57 23.61
H -15.42 -5.03 23.30
C -14.00 -3.24 19.27
C -13.66 -4.54 20.00
O -12.30 -4.59 20.42
C -11.28 -4.50 19.54
O -11.36 -4.41 18.35
O -10.18 -4.69 20.26
C -8.95 -4.85 19.57
H -15.04 -3.28 18.95
H -13.42 -3.06 18.38
H -13.93 -2.41 19.97
H -13.90 -5.40 19.36
H -14.21 -4.64 20.93
H -8.96 -4.53 18.52
H -8.63 -5.88 19.67
H -8.20 -4.20 20.04
C -11.48 -0.31 21.30
C -10.92 -1.01 20.06
O -10.69 -0.10 18.97
C -11.69 0.27 18.20
O -12.79 -0.23 18.12
O -11.29 1.27 17.47
C -12.13 2.03 16.59
H -11.70 -1.11 22.01
H -12.37 0.23 21.01
H -10.80 0.38 21.80
H -11.63 -1.78 19.76
H -9.95 -1.45 20.23
H -12.92 1.40 16.19
H -11.54 2.49 15.80
H -12.47 2.82 17.25
C -7.49 -1.49 17.83
C -6.67 -1.59 19.10
O -7.60 -1.46 20.19
C -7.15 -1.62 21.44
O -6.18 -2.25 21.74
O -8.01 -1.03 22.26
C -7.62 -0.89 23.63
H -6.89 -1.76 16.96
H -7.88 -0.51 17.56
H -8.34 -2.18 17.90
H -5.94 -0.79 19.20
H -6.19 -2.57 19.19
H -8.33 -0.23 24.10
H -6.64 -0.42 23.73
H -7.70 -1.89 24.08
C -13.24 -1.00 12.43
C -14.16 -0.09 13.20
O -15.31 -0.82 13.67
C -16.35 -0.92 12.90
O -16.46 -0.58 11.75
O -17.28 -1.59 13.59
C -18.55 -1.80 12.97
H -12.38 -0.44 12.05
H -13.72 -1.34 11.52
H -12.85 -1.82 13.03
H -14.51 0.71 12.54
H -13.72 0.40 14.07
H -18.98 -0.87 12.59
H -19.23 -2.24 13.68
H -18.35 -2.51 12.17
C -10.43 -0.99 27.67
C -9.22 -1.55 26.90
O -9.53 -2.76 26.25
C -10.19 -2.72 25.11
O -10.44 -1.71 24.50
O -10.50 -3.94 24.74
C -11.14 -4.14 23.50
H -10.95 -1.75 28.25
H -11.15 -0.56 26.98
H -9.99 -0.17 28.24
H -8.39 -1.68 27.60
H -8.84 -0.80 26.20
H -10.78 -3.51 22.69
H -12.21 -3.94 23.57
H -11.01 -5.17 23.18
C -9.13 2.74 20.58
C -7.88 3.29 21.27
O -7.08 2.20 21.78
C -5.85 2.01 21.32
O -5.36 2.51 20.35
O -5.29 1.10 22.11
C -3.89 0.90 22.07
H -8.91 1.82 20.05
H -9.47 3.40 19.78
H -9.92 2.67 21.33
H -8.18 3.83 22.17
H -7.24 3.92 20.66
H -3.27 1.73 22.38
H -3.56 0.68 21.05
H -3.64 -0.01 22.61
*
```

---

[2]
Computed, not measured: C38H31IN9O4Rb as an isolated structure, with wB97M-V/def2-TZVPD.

E_LUMO: -0.416 eV
maximum force: 0.0045 Eh/bohr
frontier orbital gap: 0.2659 Eh
energy: -2582.40094 hartree
HOMO energy: -0.2812 Ha
energy above the lowest of the compared OMol25 structures with the same formula, charge and spin: 16.1 kcal/mol

```
! RIJCOSX wB97M-V def2-TZVPD def2/J DEFGRID3
* xyz 0 1
Rb 0.28 0.54 -0.49
C 1.34 -4.58 0.21
O -0.09 -4.47 0.44
C -0.36 -3.14 0.32
N 0.62 -2.34 0.25
C 1.84 -3.14 0.40
C 2.93 -2.71 -0.55
C 4.25 -2.66 -0.12
C 5.26 -2.25 -0.98
C 4.95 -1.87 -2.28
C 3.63 -1.91 -2.71
C 2.63 -2.33 -1.85
C -1.79 -2.76 0.30
C -2.78 -3.72 0.43
C -4.10 -3.31 0.43
C -4.38 -1.97 0.29
C -3.32 -1.07 0.17
N -2.05 -1.46 0.17
C -3.58 0.38 0.07
N -2.72 1.31 0.05
C -3.46 2.58 0.08
C -4.93 2.15 -0.08
O -4.89 0.71 0.07
C -3.03 3.59 -0.95
C -3.68 4.82 -0.98
C -3.31 5.79 -1.91
C -2.27 5.54 -2.79
C -1.62 4.33 -2.76
C -2.00 3.35 -1.85
H 1.49 -4.93 -0.81
H 1.74 -5.29 0.93
H 2.20 -2.99 1.43
H 4.49 -2.93 0.91
H 6.28 -2.20 -0.63
H 5.73 -1.53 -2.95
H 3.38 -1.61 -3.72
H 1.60 -2.36 -2.19
H -2.51 -4.76 0.54
H -4.90 -4.03 0.53
H -5.40 -1.60 0.29
H -3.29 3.03 1.07
H -5.33 2.38 -1.07
H -5.59 2.55 0.69
H -4.47 5.04 -0.26
H -3.83 6.74 -1.92
H -1.97 6.31 -3.49
H -0.77 4.14 -3.42
H -1.49 2.40 -1.84
N -1.83 0.34 2.96
C -0.71 -0.41 3.09
N -0.80 -1.53 3.81
C 0.35 -2.17 3.97
N 0.33 -3.34 4.64
N 1.54 -1.77 3.50
C 1.49 -0.66 2.77
N 0.41 0.07 2.52
C 2.79 -0.17 2.20
C 4.00 -0.50 2.79
C 5.16 0.03 2.25
C 5.07 0.85 1.13
C 3.81 1.11 0.60
N 2.70 0.61 1.12
H -2.69 -0.08 3.25
H -1.84 1.04 2.23
H -0.50 -3.57 5.16
H 1.21 -3.73 4.93
H 4.01 -1.13 3.67
H 6.12 -0.19 2.70
H 5.95 1.28 0.68
H 3.67 1.75 -0.27
I -2.96 5.27 3.46
C -1.41 4.95 2.10
C -1.21 5.84 1.05
C -0.26 5.56 0.09
C 0.48 4.38 0.14
C 0.32 3.54 1.23
C -0.62 3.81 2.22
C 1.37 3.99 -1.06
O 1.60 4.87 -1.89
O 1.71 2.77 -1.09
H -1.81 6.74 0.98
H -0.10 6.22 -0.75
H 0.94 2.66 1.32
H -0.74 3.14 3.06
*
```

---

[3]
Computed, not measured: the molecule C3H7N3, with wB97M-V/def2-TZVPD.

E_LUMO: 0.794 eV
maximum force: 0.0495 Eh/bohr
frontier orbital gap: 0.3723 Eh
energy: -282.76707 hartree
HOMO energy: -0.3431 Ha
energy above the lowest of the compared OMol25 structures with the same formula, charge and spin: 4.5 kcal/mol

```
! RIJCOSX wB97M-V def2-TZVPD def2/J DEFGRID3
* xyz 0 1
H -3.20 1.44 0.00
N -2.61 0.99 0.71
C -1.51 0.58 0.18
N -0.56 -0.14 0.81
C 0.79 -0.32 0.41
C 1.14 -0.39 -1.05
N 1.66 -0.62 1.32
H 2.55 -0.93 0.93
H -1.19 0.85 -0.85
H -0.73 -0.24 1.81
H 1.05 0.60 -1.50
H 2.16 -0.75 -1.20
H 0.46 -1.08 -1.56
*
```

---

Look up the HOMO energy of the second one. -0.2812 Ha